Record 1
The following is a quantum chemistry calculation of a molecular structure, C27H29N7NaS, from the OMol25 dataset.

```
65
Properties=species:S:1:pos:R:3:forces:R:3
C 0.07869 0.48609 -3.19847 -0.028 -0.163 0.548
C -0.01847 2.72918 3.33934 0.074 0.012 0.003
H -0.43266 3.56546 3.88883 0.002 0.003 0.001
H -0.89916 -3.49723 0.54991 -0.005 0.011 -0.025
H -2.08427 2.60137 -1.40681 -0.019 0.009 0.005
H 1.22097 1.36741 -6.31207 -0.048 0.020 -0.033
C -0.29757 0.52039 2.36959 -0.083 0.038 0.075
C -3.26554 -1.75095 2.19106 0.006 -0.075 -0.019
H -3.30460 -3.64730 1.18011 -0.006 -0.006 0.005
C -2.72267 -2.78413 1.47139 -0.017 0.039 0.047
C -2.52247 -0.81191 -1.90549 -0.034 -0.073 -0.018
H 3.78879 -1.28798 -3.78576 0.017 0.026 -0.059
H -3.27058 -0.90136 -1.11196 -0.029 0.026 -0.031
H 4.19125 0.94258 -2.97516 0.013 0.009 -0.060
H 2.15906 -1.46428 -3.11451 0.028 0.096 0.039
H -1.17222 1.93244 -6.64579 -0.004 0.006 -0.011
H -1.57973 -1.21199 -1.53699 0.014 0.072 -0.013
H 3.14481 2.30594 -3.41249 0.019 0.000 -0.021
H 1.31408 -2.79001 5.02607 0.000 0.026 0.005
N -4.23828 0.52058 3.79699 -0.061 -0.033 -0.007
C -2.47963 -0.64221 2.52992 0.081 -0.008 -0.018
C -3.01029 0.44424 3.29913 0.035 0.042 0.002
H -2.86536 1.40678 -0.35443 -0.041 0.013 -0.028
H 1.92320 3.59028 3.01107 0.002 0.003 0.010
N 2.65477 -2.44471 0.93742 -0.031 0.182 0.188
H -2.76855 1.57951 -4.77625 0.019 0.023 -0.061
C -1.31811 0.82742 -3.42359 0.037 0.088 -0.161
C 2.46520 0.39437 -4.18536 0.003 0.010 0.014
N 0.99394 0.54990 1.91674 -0.220 0.090 0.118
C -2.18728 1.57259 3.59347 -0.009 -0.050 -0.023
N -0.59384 -1.67213 1.39999 -0.305 0.090 0.020
C 1.72106 1.61439 2.15517 0.094 -0.053 0.016
H -3.30989 0.96886 -2.76330 -0.003 0.010 0.012
C 1.26860 2.74214 2.86608 -0.053 -0.004 0.020
H 2.62554 1.16799 -2.17041 -0.006 -0.101 -0.020
C 1.27721 -2.19554 4.11231 0.110 -0.007 -0.032
N 0.47888 0.01099 -2.03967 0.140 0.018 -0.195
C 0.51060 1.21465 -5.50232 0.381 -0.008 -0.168
C -1.71711 1.33354 -4.64442 -0.408 0.034 0.076
H -1.12545 1.31654 -0.67053 -0.008 -0.041 -0.042
C 3.69320 -1.69105 4.07885 0.019 0.059 0.042
C 2.58449 -2.33050 2.08786 -0.090 -0.303 -0.113
H 3.47324 -0.64488 4.31589 0.017 -0.001 -0.017
H 4.56384 -1.73207 3.42865 -0.002 -0.025 0.017
H 0.48528 -2.55626 3.47037 -0.121 -0.080 -0.067
C -2.09241 1.54847 -1.11533 0.044 0.064 0.045
C 2.72730 -1.09794 -3.96819 -0.100 -0.151 0.008
C -0.83910 1.61748 3.11052 0.100 -0.029 -0.032
C 3.15227 1.25292 -3.11932 -0.035 0.144 0.076
N -2.78635 2.51025 4.31776 0.002 0.072 0.022
H 1.07289 -1.15113 4.35845 -0.023 0.031 0.005
C -1.12086 -0.61572 2.08777 -0.078 -0.028 0.068
H -4.30031 -1.76009 2.51056 -0.002 -0.002 -0.001
N 2.55822 -2.32275 3.41917 0.106 0.186 -0.134
S -4.32598 1.96781 4.59739 -0.009 0.006 0.011
H 2.73417 1.59757 1.76119 -0.004 0.002 -0.018
C -0.82924 1.53533 -5.69902 0.045 -0.087 0.209
C -1.36718 -2.68968 1.10682 0.082 -0.060 0.035
H 2.91308 0.66256 -5.15018 0.027 -0.013 0.005
Na 0.94226 -0.74100 -0.06559 0.419 -0.184 -0.155
C 0.98778 0.70764 -4.30868 -0.108 0.068 -0.163
C -2.35424 0.65120 -2.32836 0.072 -0.060 -0.002
H 2.42035 -1.67241 -4.84601 0.019 0.007 -0.017
H 3.91598 -2.22517 5.00327 -0.014 0.011 0.017
H -2.84160 -1.42452 -2.75263 -0.023 -0.003 -0.003
```
Positions in Å, forces in eV/Å.

For the HOMO energy (alpha / beta), the calculation gives -3.6 / -2.2 eV. As for the total charge: -1.

=====

Record 2
The following is a quantum chemistry calculation of 8 unconnected molecules or ions with the total composition C24H29Cl6N5O2 in a non-equilibrium geometry, from the OMol25 dataset.

```
66
Properties=species:S:1:pos:R:3:forces:R:3
H -2.15376 2.24745 3.23357 0.617 -0.088 -0.241
H -0.77848 0.75281 1.50218 -0.040 0.104 -0.132
C -0.80567 0.12803 -0.56319 -0.622 -0.202 -0.389
C -0.69991 -0.07022 0.80221 0.580 0.438 -0.127
H -4.15710 3.35013 3.83229 -0.027 0.100 0.035
H -0.93675 -0.88809 -2.45539 0.074 -0.100 -0.062
N -0.55884 -2.21263 -0.91734 0.073 -0.962 -0.106
O 2.05382 2.40905 -3.92606 0.262 -0.564 -0.043
N -0.17650 -7.04508 -3.38046 -0.753 -0.078 -0.566
H 0.25452 -6.78700 -5.36000 0.237 0.221 -0.099
C -2.37924 3.13980 2.66130 -0.542 0.663 0.368
Cl 1.71315 -2.63384 6.43649 0.007 -0.120 0.118
C -1.34932 -5.28243 -2.27674 -0.791 1.077 -0.247
H -3.03934 2.90626 -4.11247 0.243 -0.207 0.100
N 2.19997 1.65864 -2.98001 -1.227 0.714 0.858
H -0.90812 -7.20670 -1.46900 0.203 0.069 0.063
H -0.20484 -3.42291 0.71793 0.034 -0.080 0.094
H 3.11208 3.99760 1.31205 -0.478 -0.188 -0.166
C 1.83799 2.97623 2.76855 -0.413 -0.736 -0.192
C -3.56281 3.78357 3.03954 0.276 -0.609 -0.644
C 2.94249 3.65001 2.32244 1.305 0.730 0.493
C -0.40296 -1.33093 1.27642 -0.635 -0.697 0.372
H 3.10769 0.00971 -3.75841 -0.121 -0.196 0.003
C 2.37106 -4.34603 -1.40739 -0.517 -0.239 0.041
C 3.96548 3.95137 3.24204 -0.610 -0.548 -0.554
C 3.83915 3.48334 4.53646 -0.478 0.702 0.229
H 1.36321 -0.16710 -3.77609 -0.302 0.229 0.263
H 4.82742 4.49931 2.88973 0.114 0.029 0.250
Cl 2.91215 -2.66744 -1.25223 0.181 -0.224 -0.029
H 2.78009 -4.93760 -0.59690 0.194 0.124 -0.011
C -4.02287 4.83694 2.26639 -0.307 -0.449 1.051
H 1.28622 -4.34497 -1.35199 0.003 0.128 -0.047
H -1.04194 1.08575 -1.00899 0.132 0.116 0.201
C -0.76980 -0.99396 -1.38979 0.198 0.334 0.759
C -2.01443 4.64337 1.01109 0.102 -0.595 -0.343
H -1.85011 -4.86011 -1.41406 0.054 -0.401 0.191
N 2.76421 2.81146 4.97349 0.200 -0.079 -0.003
H 1.03816 2.66972 2.10558 -0.050 0.258 -0.030
C -0.81202 -6.54172 -2.32213 0.432 -0.566 0.295
H -5.02309 5.19509 2.47877 0.159 0.455 -0.197
C -0.37218 -2.40518 0.39513 -0.037 1.143 -0.694
N -1.59493 3.55164 1.65912 -0.396 -0.196 0.309
Cl -2.99661 0.55348 -3.88338 0.131 -0.407 0.361
Cl 2.80576 -5.12321 -2.93615 0.161 0.221 0.081
H 2.24353 -0.36112 6.24075 0.101 0.022 -0.239
H -3.12217 2.03234 -5.66872 0.071 0.010 0.054
C 2.19609 0.18034 -3.17810 1.538 0.369 -0.416
C -0.63819 -4.99088 -4.52292 -0.247 0.674 0.166
H -1.46585 4.92751 0.11996 0.365 0.112 0.240
Cl 1.63236 -0.99589 4.03293 0.114 0.134 0.037
C -3.19782 5.30106 1.27591 -0.109 0.570 -0.645
H 2.33751 -0.23562 -2.19236 -0.478 -0.261 -0.045
H -0.44156 -4.31946 -5.34963 -0.243 -0.368 -0.357
H 0.96681 1.97376 4.45610 -0.108 0.059 0.031
H -0.34295 -1.48997 2.34265 0.181 -0.103 -0.009
H 4.54530 3.78419 5.30155 0.222 -0.304 -0.042
H 0.50491 -0.66357 6.07007 -0.017 -0.042 -0.099
O 2.26897 2.03875 -1.81601 0.260 -0.214 -0.620
C -1.29635 -4.47333 -3.40733 0.614 -0.904 0.060
H -3.46512 6.13841 0.64234 -0.109 -0.049 0.062
C 1.80286 2.55991 4.09537 0.241 0.071 -0.033
C -3.45274 2.05204 -4.63623 -0.244 0.744 -0.545
C 1.49569 -1.00563 5.79168 -0.094 0.046 0.260
C -0.16246 -6.29827 -4.48964 0.240 0.063 0.693
Cl -5.20144 2.32601 -4.66558 -0.187 -0.127 0.037
H -1.77039 -3.50418 -3.36736 0.262 0.178 -0.202
```
Positions in Å, forces in eV/Å.

As for the SMILES: C[N+](=O)[O-].c1ccncc1.c1ccncc1.c1ccncc1.c1ccncc1.ClCCl.ClCCl.ClCCl. For the HOMO energy, the calculation gives -9.5 eV.

=====

Record 3
The following is a quantum chemistry calculation of a molecular structure, CHN2OS in a non-equilibrium geometry, from the OMol25 dataset.

```
6
Properties=species:S:1:pos:R:3:forces:R:3
N -1.03724 1.68289 0.33850 0.705 0.246 -0.086
H 0.79394 -0.06806 -0.33114 -1.329 0.622 -0.092
C -2.50854 -0.46461 -0.02762 0.413 -0.798 -0.121
O -2.71838 0.30453 0.84132 -2.019 0.540 1.905
S -0.52974 0.80910 -0.73202 2.379 0.407 -0.650
N -1.96203 -1.05027 -0.90218 -0.149 -1.017 -0.955
```
Positions in Å, forces in eV/Å.

As for the energy relative to the best compared isomer or geometry (same formula, charge and spin): 180.45 kJ/mol. For the HOMO energy, the calculation gives -3.5 eV. As for the total charge: -1.

=====

Record 4
The following is a quantum chemistry calculation of 2 unconnected molecules or ions with the total composition CH6S3 in a non-equilibrium geometry, from the OMol25 dataset.

```
10
Properties=species:S:1:pos:R:3:forces:R:3
S 2.33530 1.18247 0.52864 -0.460 -0.358 0.912
H 1.45153 1.72833 1.39381 0.178 0.273 -0.389
H -1.43910 1.78779 0.24373 -0.268 0.012 0.105
H -0.37099 -2.18640 -1.07133 0.381 0.069 -0.106
H 2.19554 0.06447 1.28813 0.355 0.160 -0.468
H -0.92516 -1.32825 0.30678 0.785 0.114 0.653
S -2.40233 0.89186 -0.05444 0.670 -0.048 -0.587
C -0.27805 -1.22784 -0.55637 -1.751 -0.022 -1.477
S -1.30731 -0.03460 -1.57766 0.127 -0.221 0.816
H 0.74057 -0.87783 -0.50129 -0.016 0.021 0.539
```
Positions in Å, forces in eV/Å.

As for the energy relative to the best compared isomer or geometry (same formula, charge and spin): 30.80 kJ/mol. As for the SMILES: CSS.S. For the HOMO energy, the calculation gives -9.1 eV.

=====

Record 5
The following is a quantum chemistry calculation of 2 unconnected molecules or ions with the total composition C5H8O in a non-equilibrium geometry, from the OMol25 dataset.

```
14
Properties=species:S:1:pos:R:3:forces:R:3
H -0.37300 0.24700 1.43711 -0.032 0.124 -0.115
H 1.92550 1.59115 1.63438 0.079 0.288 0.228
C 0.79113 0.39840 -0.44742 0.323 -0.015 -0.090
H -1.11394 -1.77232 0.16302 -0.058 0.098 -0.161
C -0.76289 0.21414 -0.62022 -0.111 0.025 -0.049
H 1.21441 1.79247 1.45659 0.488 0.121 0.263
H 1.32751 1.13261 -1.04343 0.038 -0.164 0.076
C -1.47786 -1.11074 -0.63246 0.028 -0.066 0.000
C 1.55215 -0.50354 0.20332 0.279 -0.818 0.369
O 2.19701 -1.25721 0.79585 -0.688 0.763 -0.667
H -2.53366 -0.89084 -0.43238 0.147 -0.162 -0.040
C -0.34925 0.93041 0.56703 -0.395 -0.071 -0.011
H -1.41039 -1.61849 -1.59834 -0.001 -0.009 0.114
H -0.98673 0.84696 -1.48306 -0.095 -0.113 0.084
```
Positions in Å, forces in eV/Å.

As for the energy relative to the best compared isomer or geometry (same formula, charge and spin): 523.03 kJ/mol. For the HOMO energy, the calculation gives -7.6 eV.

=====

Record 6
The following is a quantum chemistry calculation of a molecular structure, C39H64BI2N3OP4SeTi in a non-equilibrium geometry, from the OMol25 dataset.

```
116
Properties=species:S:1:pos:R:3:forces:R:3
H 3.77561 4.30224 0.95745 0.030 0.031 0.007
H -6.16631 1.34610 1.88847 -0.003 -0.011 -0.003
C 1.70211 2.20481 -2.06733 -0.317 -0.014 0.501
H 1.59110 3.11571 4.93825 0.025 0.003 0.026
H 0.20056 4.57911 3.35970 -0.026 0.079 0.048
H -5.06001 -1.30291 -4.29240 -0.014 -0.001 -0.001
Ti 0.91768 -1.40411 0.49216 1.127 -1.937 2.194
H -1.15231 -3.57218 -3.68539 0.078 -0.048 -0.041
C -0.18410 2.35655 2.04148 0.224 -0.137 -0.228
O 2.08078 -2.22652 -0.79861 -0.130 -0.454 -0.729
C -2.39699 3.02241 -1.64545 0.069 -0.240 -0.008
H -0.88261 3.57299 -4.15645 -0.039 0.029 -0.030
H 4.35129 0.94892 3.77720 -0.002 -0.019 0.040
H -0.47848 1.93646 -4.72820 -0.007 0.045 -0.047
I 2.76711 -4.11015 -3.49631 -0.088 0.132 0.323
P 1.88749 0.42957 -1.51984 0.346 0.380 -0.456
C 1.14674 5.05907 3.10724 0.050 0.030 -0.071
H -4.04974 -4.65970 -0.67335 -0.027 -0.007 -0.011
H -5.80403 -1.23369 -1.04506 -0.003 -0.011 -0.029
C 3.80587 1.37720 2.93152 -0.064 -0.048 0.134
H 0.11100 4.91123 0.58105 0.003 0.008 -0.052
H 0.20695 2.85293 -0.66931 0.034 0.076 0.031
H -5.02939 0.40692 -2.64651 -0.046 -0.027 0.037
H 2.05296 0.14265 4.65087 0.116 -0.093 -0.014
C -3.03074 0.33939 1.15765 -0.127 0.203 0.080
H 0.29663 3.85573 -2.13100 -0.010 0.031 0.088
H -2.17039 2.40002 -4.50910 0.021 -0.035 -0.038
C -1.99468 -4.21620 -3.42823 -0.007 0.014 -0.018
H 2.48636 2.77143 -1.55736 0.011 0.005 -0.023
H -1.65828 -4.62558 -0.02304 0.057 0.077 0.104
C 2.40434 1.83723 3.36237 0.150 0.035 -0.277
C -2.99995 2.49681 2.26436 0.027 0.057 0.031
H 1.89933 2.25324 -3.14058 0.109 -0.076 0.004
H 4.10154 -0.60532 -1.30549 -0.016 0.000 -0.017
H -1.16511 -5.64058 -1.37044 0.013 0.024 -0.035
N 3.14785 -2.32609 1.62966 -0.260 0.335 -0.143
C -4.07635 0.00306 -2.29158 0.082 -0.032 -0.043
H -6.06345 -2.45886 -2.27807 -0.035 -0.008 0.018
H -0.61536 3.26168 1.59953 0.096 0.027 0.092
P 1.65198 2.51383 1.73768 -0.227 0.099 0.495
H 1.84118 -1.42020 -3.08134 -0.020 -0.086 -0.022
C -1.35463 -4.60654 -1.06760 0.010 0.055 0.013
H -3.31966 2.95279 -2.22187 -0.028 -0.021 0.017
C -4.41683 0.30062 1.23609 -0.031 -0.050 0.058
C 3.61628 -3.20941 0.71484 0.097 0.012 -0.050
C 3.53554 -2.45638 2.87467 -0.100 0.298 0.019
C -3.73543 -4.73512 -1.71594 0.054 -0.030 -0.063
C 3.51188 -4.01135 -1.53450 -0.408 0.300 -0.326
C 1.56974 0.64073 3.80827 0.057 0.027 -0.149
C 1.59719 -0.36739 -3.14654 -0.147 -0.057 0.178
H -0.36138 2.42391 3.12004 -0.087 0.044 -0.047
I 6.58689 -6.44389 0.33192 -0.237 0.205 -0.015
C -5.32198 -2.04644 -1.59134 0.032 0.049 0.003
H -2.25693 -2.66160 0.65757 0.080 0.016 0.017
C 5.01111 -4.25968 2.38167 -0.054 0.064 0.116
H -0.42112 -4.05370 -1.15004 0.257 0.009 0.068
C 4.59628 -4.18283 1.03814 -0.114 0.213 0.004
H -5.07922 -2.82471 -0.87387 -0.099 0.017 0.012
C -4.38804 2.45521 2.32574 -0.117 0.042 0.031
H 1.43954 -0.08904 3.00598 -0.087 -0.143 0.011
C 2.55397 2.75256 4.57933 -0.086 -0.088 -0.034
H -3.74118 -1.79421 0.28632 0.156 -0.230 0.035
H -2.05831 4.06068 -1.64094 0.001 0.022 -0.063
H -3.32479 -1.62439 -4.41577 -0.024 -0.012 -0.022
C -5.08645 1.36889 1.82045 -0.009 0.045 0.034
H -2.61637 2.71454 -0.62256 -0.028 0.036 0.053
H 3.44600 5.82715 1.79311 -0.011 0.014 -0.008
H 3.21285 3.59895 4.39909 -0.039 -0.022 0.046
H -1.68771 -5.25429 -3.57627 -0.017 -0.046 0.026
N -0.96447 1.23579 1.50122 0.378 0.207 -0.094
C -1.16255 2.51875 -4.10865 0.072 -0.176 0.194
C -4.09708 -1.52728 -2.37724 0.222 0.156 -0.075
H 3.83773 4.38546 2.72262 0.031 0.016 -0.054
H 0.54027 -0.27273 -3.40063 -0.007 -0.010 -0.026
C 3.02304 -3.12224 -0.59089 0.415 -0.548 -0.057
H 3.73996 0.62243 2.14806 0.047 -0.065 -0.077
C -2.42324 -3.99677 -1.96862 -0.027 0.266 -0.020
H -3.91133 0.35673 -1.27396 -0.011 0.055 -0.048
H 3.09132 -1.78283 3.59308 -0.041 0.121 0.026
C 1.19203 5.05087 0.63053 0.033 -0.085 0.002
H -3.58231 -5.79658 -1.93577 -0.001 -0.015 0.022
C 3.73070 0.40800 -1.45882 -0.207 -0.099 0.122
H -4.54094 -4.38120 -2.35758 -0.008 -0.052 0.042
C 3.30845 4.74370 1.84140 -0.028 -0.031 0.029
H 1.79212 5.03871 3.98028 -0.103 0.018 -0.009
P -2.38964 -2.09846 -1.73862 -0.469 -0.194 0.207
H 2.21183 0.09866 -3.91875 -0.008 0.045 0.030
H 1.63971 4.65841 -0.27983 -0.008 -0.066 -0.081
C 5.06405 -5.02412 0.00484 0.232 -0.299 -0.151
C 4.53105 -4.93298 -1.24537 0.193 -0.141 0.180
H -2.47034 3.34565 2.67679 -0.031 -0.034 -0.002
H 0.93482 6.10830 2.88660 -0.012 0.012 0.003
C 0.34398 2.83033 -1.75149 0.008 -0.334 -0.037
H 4.70969 -3.49303 4.35200 0.022 0.058 -0.003
H -2.80649 -4.00572 -4.12265 0.118 -0.044 -0.015
N -2.12439 -0.56207 0.63018 -0.116 -0.116 -0.383
P -1.12213 1.88758 -2.36305 -0.072 0.489 -0.148
H -3.28370 0.39709 -2.92416 0.053 0.072 -0.040
H 4.13880 0.80267 -2.39044 0.021 0.008 -0.003
C -2.67054 -1.82039 0.09963 0.284 0.121 -0.052
H 1.38475 6.12668 0.65001 -0.020 0.009 0.046
H -4.92746 3.27301 2.78563 0.015 0.014 -0.010
H -4.45361 -2.93292 -4.01902 -0.019 0.045 -0.032
H -4.98580 -0.54468 0.87144 0.017 0.104 0.023
Se 0.14150 -2.82893 2.18146 0.191 1.324 -1.632
B -0.75924 -0.05685 0.82745 -1.225 0.475 0.327
C 1.81144 4.41474 1.88191 0.001 -0.138 -0.154
C -4.23363 -1.87750 -3.86434 -0.008 -0.026 0.055
H 4.05979 1.03452 -0.62810 0.022 -0.007 0.005
C -2.32907 1.43476 1.67603 -0.275 -0.069 0.115
C 4.45380 -3.42185 3.30442 0.133 -0.125 -0.061
H 4.88153 -5.58625 -2.03145 -0.007 0.008 -0.007
H 4.38750 2.21771 2.54686 0.048 -0.076 -0.010
H 0.58017 0.93997 4.15215 -0.039 -0.064 -0.047
H 5.74850 -4.99602 2.67067 -0.014 -0.020 -0.003
H 3.00402 2.16054 5.38191 -0.019 0.006 0.021
```
Positions in Å, forces in eV/Å.

For the HOMO energy (alpha / beta), the calculation gives -7.3 / -7.3 eV.